# 1
Density functional theory data (wB97M-V/def2-TZVPD) for a molecular structure, C9H21FeN4O3 at a distorted geometry.

```
38
C9H21FeN4O3 (wB97M-V/def2-TZVPD)
C -2.277 0.433 -1.391
Fe -0.348 0.425 -0.745
N 1.266 0.553 0.983
N 0.552 -1.050 -1.862
H 1.582 -0.412 1.119
H 1.178 0.975 -0.838
H -2.961 1.046 -0.776
H -2.647 -0.596 -1.518
H -2.190 0.943 -2.373
H 0.262 -1.939 -1.376
H 1.573 -0.974 -1.874
H 0.207 -1.042 -2.827
H 2.076 1.167 0.889
H 0.641 0.867 1.735
C -3.472 0.391 4.178
C -3.286 -1.051 3.765
C -1.857 -1.506 3.362
C -0.845 -1.451 4.550
C -0.612 -0.107 5.205
C -1.968 -2.992 2.973
O -2.526 -3.837 3.662
N -1.344 -3.345 1.793
C -0.873 -2.510 0.767
O -0.393 -3.042 -0.249
N -0.971 -1.168 0.967
C -1.337 -0.659 2.158
O -1.216 0.584 2.326
H -3.236 0.541 5.233
H -4.511 0.682 4.007
H -2.829 1.035 3.576
H -3.619 -1.716 4.574
H -3.935 -1.255 2.900
H -1.204 -2.169 5.303
H 0.112 -1.843 4.171
H -1.330 0.081 6.008
H 0.393 -0.084 5.637
H -0.685 0.696 4.468
H -1.307 -4.338 1.577
```

The frontier orbital gap (spin up / spin down) is 5.0 / 6.3 eV. The value obtained for the LUMO energy (spin up / spin down) is 0.1138 / 0.1127 Ha. The calculation puts the molar mass at 289.1 u. As for the net charge: -1. Its spin multiplicity is 5.



# 2
Density functional theory data (wB97M-V/def2-TZVPD) for a molecular structure, C9H21INOOsP2Se at a distorted geometry.

```
37
C9H21INOOsP2Se (wB97M-V/def2-TZVPD)
C -0.741 0.442 -3.974
I 0.997 -0.374 -2.826
H -0.269 0.838 -4.879
H -1.365 1.207 -3.489
H -1.315 -0.458 -4.228
Os -0.219 -0.122 -0.632
P 0.192 2.144 -0.517
C -1.268 3.234 -0.795
C 0.840 2.770 1.068
H 0.813 3.866 1.067
H 1.403 3.945 -1.635
H 1.870 2.421 1.174
H 2.433 2.539 -1.353
H -1.984 3.069 0.022
H 0.244 2.380 1.895
C 1.433 2.851 -1.658
H -0.958 4.291 -0.792
H 1.278 2.525 -2.686
H -1.758 3.005 -1.750
P 0.309 -2.336 -0.058
C -1.215 -3.354 -0.266
C 1.555 -3.366 -0.931
H 1.874 -2.128 1.739
H 0.972 -3.681 1.866
H 0.200 -2.128 2.347
C 0.891 -2.608 1.654
H 2.560 -2.964 -0.771
H 1.517 -4.389 -0.528
H -0.980 -4.426 -0.178
H -1.656 -3.147 -1.253
H 1.367 -3.409 -2.005
H -1.916 -3.056 0.525
C -2.014 -0.058 -0.970
O -3.177 0.013 -1.071
Se -0.657 0.295 4.239
C -0.649 0.148 2.501
N -0.612 0.020 1.312
```

The frontier orbital gap (spin up / spin down) is 8.0 / 5.7 eV. The value obtained for the LUMO energy (spin up / spin down) is -0.3836 / -0.5221 Ha. The calculation puts the molar mass at 617.3 u. As for the energy relative to the best compared isomer or geometry (same formula, charge and spin): 0.0 kJ/mol. As for the net charge: +3. Its spin multiplicity is 5.



# 3
Density functional theory data (wB97M-V/def2-TZVPD) for 2 unconnected molecules or ions with the total composition C9H21IO3P at a distorted geometry.

```
35
C9H21IO3P (wB97M-V/def2-TZVPD)
C 3.479 0.660 -1.313
C 3.211 2.225 -1.467
C 2.197 2.663 -2.622
I 2.636 1.766 -4.583
C 0.625 2.514 -2.260
C 0.131 2.850 -0.759
O -1.054 2.032 -0.448
P -0.646 0.536 -1.309
O -0.107 1.379 -2.773
H 3.555 0.076 -2.288
H 2.736 0.107 -0.640
H 4.508 0.548 -0.793
H 2.862 2.637 -0.445
H 4.220 2.748 -1.668
H 2.360 3.796 -2.780
H 0.174 3.384 -2.885
H -0.043 3.982 -0.670
H 0.809 2.614 0.132
H -0.745 -0.282 -0.116
H -2.023 0.396 -1.714
H -0.287 -0.660 -2.079
H 0.739 0.695 -0.910
C -2.173 -2.303 3.571
C -2.337 -3.748 3.160
C -2.832 -3.615 1.734
O -2.263 -2.411 1.208
C -1.685 -1.663 2.286
H -1.485 -2.158 4.406
H -3.145 -1.883 3.852
H -1.363 -4.250 3.172
H -3.020 -4.313 3.797
H -3.923 -3.515 1.700
H -2.541 -4.461 1.107
H -0.596 -1.733 2.196
H -1.973 -0.613 2.202
```

The frontier orbital gap is 6.6 eV. The value obtained for the LUMO energy is 0.1001 Ha. The calculation puts the molar mass at 335.1 u. As for the net charge: -1. Its spin multiplicity is 1.



# 4
Density functional theory data (wB97M-V/def2-TZVPD) for 2 unconnected molecules or ions with the total composition C9H21N2O2 at a distorted geometry.

```
34
C9H21N2O2 (wB97M-V/def2-TZVPD)
C 0.193 -1.677 0.538
C -1.316 -3.392 1.269
C -1.838 -2.401 -0.948
C 0.079 -3.882 -0.657
C 0.651 3.010 1.353
C 1.957 3.840 -0.508
C -0.481 3.475 -0.938
C -0.740 -2.847 0.076
C 0.784 2.998 -0.145
N 1.479 -1.581 0.625
N -0.483 -0.497 0.693
O 0.876 1.604 -0.578
O -1.661 -0.433 1.060
H -1.004 -2.817 2.192
H -0.951 -4.447 1.342
H -2.415 -3.232 1.310
H -2.424 -1.681 -0.449
H -2.525 -3.277 -1.229
H -1.463 -1.855 -1.860
H 0.594 -3.476 -1.538
H -0.411 -4.766 -1.105
H 0.947 -4.338 -0.100
H 1.603 2.703 1.910
H 0.253 4.075 1.566
H -0.014 2.244 1.706
H 2.433 3.458 -1.382
H 2.700 3.851 0.301
H 1.670 4.879 -0.706
H -1.234 2.817 -0.629
H -0.541 4.486 -0.654
H -0.301 3.420 -1.994
H 2.168 -2.300 0.439
H 1.309 1.680 -1.451
H 0.105 0.358 0.490
```

The frontier orbital gap is 6.0 eV. The value obtained for the LUMO energy is -0.2805 Ha. The calculation puts the molar mass at 189.3 u. As for the energy relative to the best compared isomer or geometry (same formula, charge and spin): 447.3 kJ/mol. As for the net charge: +1. Its spin multiplicity is 1.



# 5
Density functional theory data (wB97M-V/def2-TZVPD) for 3 unconnected molecules or ions with the total composition C9H21N3O3 at a distorted geometry.

```
36
C9H21N3O3 (wB97M-V/def2-TZVPD)
C 4.735 -2.430 -0.587
N 4.926 -1.097 -1.120
C 4.882 -0.009 -0.305
C 4.854 1.332 -0.997
O 4.774 -0.111 0.902
H 4.281 -3.034 -1.383
H 4.074 -2.413 0.269
H 5.691 -2.931 -0.428
H 4.978 -0.961 -2.112
H 4.885 1.242 -2.085
H 5.719 1.930 -0.711
H 3.957 1.876 -0.708
C 1.377 -0.176 -1.705
N 1.523 0.095 -0.298
C 0.448 0.255 0.523
C 0.790 0.296 1.995
O -0.666 0.507 0.106
H 0.945 0.677 -2.223
H 0.853 -1.106 -1.924
H 2.381 -0.313 -2.114
H 2.395 -0.136 0.153
H 1.106 -0.693 2.343
H -0.111 0.483 2.577
H 1.524 1.063 2.227
C -4.024 0.333 0.290
N -5.282 0.510 0.964
C -6.428 0.808 0.303
C -7.709 0.479 1.008
O -6.422 1.203 -0.847
H -3.293 -0.001 1.023
H -3.619 1.260 -0.122
H -4.032 -0.365 -0.548
H -5.329 0.219 1.923
H -8.494 1.200 0.781
H -7.676 0.534 2.104
H -8.013 -0.528 0.727
```

Its SMILES is CNC(C)=O.CNC(C)=O.CNC(C)=O. The frontier orbital gap is 9.8 eV. The value obtained for the LUMO energy is 0.0192 Ha. The calculation puts the molar mass at 219.3 u. As for the energy relative to the best compared isomer or geometry (same formula, charge and spin): 0.0 kJ/mol. Its spin multiplicity is 1.



# 6
Density functional theory data (wB97M-V/def2-TZVPD) for a molecular structure, C9H21N7O15Pb at a distorted geometry.

```
53
C9H21N7O15Pb (wB97M-V/def2-TZVPD)
Pb 0.540 -0.531 0.278
N 1.967 2.110 1.152
O 2.374 3.139 1.587
O 2.330 1.013 1.475
O 1.150 2.153 0.280
N -0.553 -2.667 -2.961
O 0.031 -1.956 -2.069
O -0.757 -2.223 -4.048
O -0.946 -3.825 -2.678
N 2.446 -3.465 -0.028
O 3.628 -3.418 -0.287
O 1.778 -4.349 -0.587
O 2.008 -2.684 0.761
N -1.801 -3.347 0.955
O -1.252 -2.257 1.042
O -1.242 -4.279 0.385
O -2.968 -3.424 1.399
C -3.227 0.961 -1.912
C -2.217 1.488 -0.988
O -1.256 0.858 -0.706
N -2.568 2.703 -0.497
C -1.791 3.480 0.470
H -3.806 1.746 -2.398
H -3.826 0.285 -1.303
H -2.895 0.417 -2.796
H -3.508 3.000 -0.715
H -1.011 3.997 -0.089
H -1.304 2.872 1.233
H -2.398 4.176 1.048
C 2.913 -1.413 -3.645
C 3.115 -0.332 -2.579
O 2.530 -0.368 -1.499
N 3.903 0.688 -2.957
C 4.437 1.641 -1.976
H 1.919 -1.315 -4.079
H 2.884 -2.390 -3.163
H 3.624 -1.493 -4.467
H 4.260 0.704 -3.902
H 4.247 2.637 -2.378
H 5.488 1.499 -1.726
H 3.776 1.523 -1.118
C -3.160 0.038 2.393
C -1.791 0.302 2.976
O -0.750 0.334 2.352
N -1.787 0.305 4.318
C -0.619 0.320 5.278
H -3.085 -0.197 1.332
H -3.781 0.912 2.592
H -3.628 -0.795 2.918
H -2.688 0.352 4.772
H -0.173 1.308 5.401
H 0.244 -0.198 4.861
H -0.804 -0.034 6.292
```

The frontier orbital gap is 5.8 eV. The value obtained for the LUMO energy is 0.1519 Ha. The calculation puts the molar mass at 674.5 u. As for the energy relative to the best compared isomer or geometry (same formula, charge and spin): 193.8 kJ/mol. As for the net charge: -2. Its spin multiplicity is 1.



# 7
Density functional theory data (wB97M-V/def2-TZVPD) for a molecular structure, C9H21NO10PSSn at a distorted geometry.

```
44
C9H21NO10PSSn (wB97M-V/def2-TZVPD)
O 3.580 -0.397 3.025
N 3.014 -1.284 2.362
O 3.723 -1.550 1.239
P 2.457 -1.958 0.062
C 0.959 -2.570 -0.963
O -0.115 -3.189 -0.117
C -0.897 -2.150 0.571
O -2.344 -2.403 0.645
C -2.824 -1.403 1.653
C -4.257 -0.706 1.222
O -4.503 -0.966 -0.205
O 3.331 -1.325 -1.335
C 2.904 0.082 -1.628
C 2.414 0.732 -0.205
C 1.213 1.846 -0.167
C 0.128 1.746 -1.390
C -0.858 3.054 -1.550
S -1.562 3.710 0.058
O -2.579 2.707 0.728
O -2.448 4.956 -0.336
O -0.395 4.302 1.161
O 1.812 -0.409 0.539
H 3.221 -3.182 -0.174
H 1.853 -2.640 1.202
H 0.503 -1.741 -1.687
H 1.355 -3.424 -1.694
H -0.386 -1.985 1.637
H -0.750 -1.138 -0.008
H -2.901 -1.966 2.687
H -2.015 -0.536 1.769
H -4.118 0.463 1.375
H -5.085 -1.110 1.948
H -3.944 -0.298 -0.729
H 3.801 0.735 -2.008
H 2.176 0.040 -2.544
H 3.380 1.186 0.326
H 1.697 2.909 -0.063
H 0.601 1.639 0.837
H 0.764 1.696 -2.399
H -0.427 0.719 -1.303
H -0.316 3.891 -2.164
H -1.793 2.698 -2.201
H -0.185 3.507 1.767
Sn -0.185 -4.289 -1.944
```

The frontier orbital gap is 4.3 eV. The value obtained for the LUMO energy is -0.2800 Ha. The calculation puts the molar mass at 485.0 u. As for the energy relative to the best compared isomer or geometry (same formula, charge and spin): 781.4 kJ/mol. As for the net charge: +1. Its spin multiplicity is 1.



# 8
Density functional theory data (wB97M-V/def2-TZVPD) for a gas-phase ion, C9H21NO3P (charge +1) at a distorted geometry.

```
35
C9H21NO3P (wB97M-V/def2-TZVPD)
C -1.149 -1.248 3.165
C -1.751 -0.578 1.971
O -0.776 -0.705 0.920
P -0.850 0.386 -0.316
O -2.115 0.480 -1.040
O -0.556 1.767 0.434
C -0.849 3.026 -0.154
C 0.210 3.364 -1.230
C 0.559 -0.242 -1.221
C 1.882 0.108 -0.600
C 2.174 -0.487 0.880
C 0.142 -1.745 -1.523
C 1.085 -2.845 -1.246
N -1.129 -2.055 -1.929
H -1.241 -2.399 3.008
H -0.150 -0.994 3.161
H -1.619 -1.074 4.149
H -1.853 0.526 2.188
H -2.686 -1.121 1.689
H -1.844 2.997 -0.611
H -0.754 3.720 0.680
H -0.077 4.344 -1.671
H 1.071 3.280 -0.698
H 0.024 2.742 -2.116
H 0.458 0.332 -2.208
H 2.795 0.066 -1.164
H 1.768 1.187 -0.428
H 1.524 -0.240 1.809
H 3.153 0.034 0.955
H 2.214 -1.577 0.893
H 1.091 -2.936 -0.100
H 2.055 -2.561 -1.620
H 0.748 -3.711 -1.784
H -1.866 -1.468 -1.762
H -1.342 -3.105 -2.050
```

Its SMILES is CCOP(=O)(OCC)[C@@H](CC)C(C)=[NH2+]. The frontier orbital gap is 9.6 eV. The value obtained for the LUMO energy is -0.1692 Ha. The calculation puts the molar mass at 222.2 u. As for the energy relative to the best compared isomer or geometry (same formula, charge and spin): 0.0 kJ/mol. As for the net charge: +1. Its spin multiplicity is 1.